DFT (the ωB97M-V functional and the def2-TZVPD basis) results for a cluster of 6 separate species, C27H48FO5P in total in a non-equilibrium geometry.

Computed properties:
Orbital gap (eV): 8.65
SMILES string: C#CCP(C#C)CCF.C1CCOC1.C1CCOC1.C1CCOC1.C1CCOC1.C1CCOC1
Calculated total energy (eV): -51014.655

```
! RIJCOSX wB97M-V def2-TZVPD def2/J DEFGRID3
* xyz 0 1
C 1.987 -3.462 4.316
C 1.073 -3.080 3.651
C 0.043 -2.657 2.682
P -0.609 -4.221 1.863
C -2.115 -4.728 2.718
C -2.886 -5.401 3.337
C -1.058 -3.781 0.100
C 0.115 -4.241 -0.769
F 1.213 -3.473 -0.384
H 2.719 -4.086 4.770
H 0.490 -2.018 1.917
H -0.770 -2.153 3.212
H -3.566 -5.837 4.029
H -1.121 -2.684 0.059
H -2.017 -4.197 -0.222
H 0.368 -5.269 -0.488
H -0.088 -4.161 -1.839
C 5.458 -2.919 0.184
C 6.667 -2.866 1.107
C 6.010 -2.688 2.468
O 4.741 -3.344 2.400
C 4.447 -3.669 1.037
H 5.654 -3.407 -0.770
H 5.100 -1.906 -0.018
H 7.203 -3.818 1.071
H 7.371 -2.070 0.867
H 5.834 -1.630 2.689
H 6.600 -3.118 3.279
H 4.552 -4.753 0.916
H 3.419 -3.394 0.811
C -1.855 0.697 -3.076
C -0.571 0.659 -2.262
C -1.099 0.766 -0.843
O -2.393 0.147 -0.834
C -2.811 -0.081 -2.185
H -1.758 0.266 -4.072
H -2.197 1.729 -3.181
H -0.068 -0.302 -2.404
H 0.133 1.452 -2.514
H -1.224 1.812 -0.544
H -0.454 0.270 -0.115
H -2.750 -1.158 -2.382
H -3.849 0.234 -2.303
C -1.017 6.227 -0.640
C -2.044 5.609 0.297
C -2.787 4.663 -0.632
O -1.844 4.234 -1.622
C -0.669 5.051 -1.536
H -0.149 6.643 -0.130
H -1.480 7.022 -1.229
H -1.537 5.042 1.082
H -2.699 6.337 0.774
H -3.610 5.173 -1.145
H -3.190 3.792 -0.112
H 0.133 4.443 -1.100
H -0.365 5.360 -2.536
C -5.993 -1.362 0.914
C -6.191 -2.331 2.071
C -5.760 -3.650 1.450
O -4.763 -3.337 0.471
C -4.745 -1.922 0.248
H -5.880 -0.324 1.223
H -6.844 -1.423 0.229
H -5.520 -2.069 2.894
H -7.209 -2.356 2.458
H -6.596 -4.141 0.937
H -5.346 -4.344 2.182
H -3.836 -1.517 0.704
H -4.712 -1.722 -0.824
C 4.424 4.171 -2.624
C 3.869 3.705 -1.288
C 3.359 5.007 -0.692
O 2.955 5.837 -1.790
C 3.433 5.257 -3.011
H 4.499 3.380 -3.369
H 5.417 4.604 -2.484
H 3.036 3.016 -1.450
H 4.604 3.208 -0.656
H 4.149 5.533 -0.146
H 2.513 4.855 -0.018
H 2.574 4.837 -3.546
H 3.882 6.034 -3.631
*
```

DFT (the ωB97M-V functional and the def2-TZVPD basis) results for a cluster of 2 separate species, C3H8INS in total in a non-equilibrium geometry.

Computed properties:
Orbital gap (alpha / beta) (eV): 7.46 / 7.33
ΔE to the lowest compared entry with this formula, charge and spin (kcal per mole): 38.5
Calculated total energy (eV): -23663.873

```
! RIJCOSX wB97M-V def2-TZVPD def2/J DEFGRID3
* xyz 0 1
C 1.054 -2.138 -0.785
C -0.492 2.606 0.556
C 0.511 -1.380 0.371
N -0.446 1.865 -0.648
S -0.775 0.417 -0.946
I -2.886 -0.235 0.231
H 0.261 -2.650 -1.333
H 1.583 -1.475 -1.470
H 1.769 -2.894 -0.448
H -0.880 3.602 0.330
H 0.508 2.714 0.981
H -1.148 2.133 1.298
H 1.200 -0.731 0.892
H -0.259 -1.833 0.969
*
```

DFT (the ωB97M-V functional and the def2-TZVPD basis) results for a cluster of 5 separate species, C27H43F15O12Si in total.

Computed properties:
Orbital gap (eV): 9.97
SMILES string: CCOCCO[Si@H](CCCOC)C[C@@H](O)C(F)(F)F.CCOC(=O)C(F)(F)F.CCOC(=O)C(F)(F)F.CCOC(=O)C(F)(F)F.CCOC(=O)C(F)(F)F
Calculated total energy (eV): -101908.491

```
! RIJCOSX wB97M-V def2-TZVPD def2/J DEFGRID3
* xyz 0 1
C -7.277 -2.910 2.023
C -6.099 -3.205 1.108
O -5.444 -1.982 0.794
C -4.507 -2.084 -0.269
C -3.319 -1.204 0.104
O -2.575 -0.751 -1.013
Si -1.820 -1.794 -2.067
C -0.034 -1.295 -2.315
C 0.633 -0.654 -1.093
C 0.628 -1.527 0.155
O 1.445 -2.669 -0.042
C 2.635 -2.679 0.712
C -2.720 -1.703 -3.738
C -3.292 -3.026 -4.268
O -3.793 -3.901 -3.277
C -4.370 -2.768 -5.333
F -5.213 -1.772 -4.993
F -3.816 -2.432 -6.508
F -5.138 -3.844 -5.548
H -7.875 -3.823 2.133
H -7.923 -2.154 1.569
H -6.955 -2.591 3.016
H -6.465 -3.690 0.193
H -5.383 -3.873 1.611
H -4.225 -3.135 -0.423
H -4.963 -1.683 -1.189
H -3.736 -0.319 0.599
H -2.679 -1.703 0.844
H -1.872 -3.151 -1.484
H -0.009 -0.580 -3.150
H 0.525 -2.176 -2.657
H 0.203 0.330 -0.872
H 1.689 -0.472 -1.340
H 1.001 -0.932 1.003
H -0.379 -1.867 0.429
H 2.448 -2.447 1.769
H 3.063 -3.683 0.650
H 3.376 -1.973 0.309
H -3.501 -0.940 -3.656
H -1.968 -1.356 -4.457
H -2.498 -3.559 -4.799
H -4.670 -3.610 -3.000
C -0.225 4.560 -0.335
C 0.897 5.252 0.405
O 1.673 4.308 1.178
C 2.593 3.627 0.513
O 2.861 3.713 -0.648
C 3.330 2.685 1.486
F 2.474 2.047 2.289
F 4.165 3.401 2.253
F 4.036 1.778 0.827
H -0.853 4.000 0.358
H -0.843 5.299 -0.844
H 0.165 3.866 -1.080
H 0.510 5.954 1.140
H 1.559 5.790 -0.272
C -6.859 1.102 0.586
C -7.156 2.582 0.535
O -6.140 3.338 1.235
C -5.027 3.573 0.561
O -4.769 3.248 -0.559
C -4.060 4.404 1.434
F -3.983 3.922 2.675
F -4.489 5.671 1.502
F -2.841 4.404 0.905
H -6.750 0.763 1.616
H -7.667 0.539 0.120
H -5.934 0.869 0.060
H -8.083 2.820 1.052
H -7.229 2.947 -0.489
C 5.086 -5.937 -3.789
C 5.946 -4.694 -3.770
O 5.245 -3.564 -4.336
C 4.400 -2.946 -3.527
O 4.156 -3.210 -2.388
C 3.765 -1.745 -4.262
F 3.372 -2.075 -5.495
F 4.656 -0.753 -4.357
F 2.709 -1.303 -3.589
H 4.743 -6.148 -4.802
H 5.663 -6.790 -3.432
H 4.212 -5.820 -3.149
H 6.827 -4.813 -4.397
H 6.272 -4.444 -2.762
C 5.215 3.977 5.081
C 6.294 4.725 5.831
O 7.076 3.834 6.655
C 8.034 3.162 6.037
O 8.330 3.215 4.881
C 8.792 2.286 7.058
F 7.949 1.635 7.864
F 9.581 3.058 7.815
F 9.550 1.395 6.433
H 4.585 3.422 5.777
H 4.590 4.679 4.530
H 5.647 3.272 4.375
H 5.866 5.441 6.529
H 6.957 5.263 5.154
*
```

DFT (the ωB97M-V functional and the def2-TZVPD basis) results for an isolated molecule of C3H2O2S2 in a non-equilibrium geometry.

Computed properties:
Orbital gap (eV): 7.73
ΔE to the lowest compared entry with this formula, charge and spin (kcal per mole): 34.9
SMILES string: O=C(C=S)C(O)=S
Calculated total energy (eV): -28907.068

```
! RIJCOSX wB97M-V def2-TZVPD def2/J DEFGRID3
* xyz 0 1
O -1.434 -1.333 -0.090
C -0.548 -0.510 -0.237
C -0.933 0.711 -1.097
S -0.022 1.923 -1.553
C 0.764 -0.485 0.534
O 0.571 0.114 1.682
S 2.125 -1.155 -0.021
H -1.968 0.598 -1.401
H 1.443 0.136 2.183
*
```

DFT (the ωB97M-V functional and the def2-TZVPD basis) results for the ion C5H10N3 with charge +1 in a non-equilibrium geometry.

Computed properties:
Orbital gap (eV): 6.58
ΔE to the lowest compared entry with this formula, charge and spin (kcal per mole): 122.1
SMILES string: CC/N=C/C=C\N=[NH2+]
Calculated total energy (eV): -9806.454

```
! RIJCOSX wB97M-V def2-TZVPD def2/J DEFGRID3
* xyz 1 1
C 2.519 -0.862 -1.947
C 1.938 -0.052 -0.764
N 0.601 -0.117 -0.771
C -0.128 -0.516 0.186
C -1.531 -0.805 0.055
C -2.312 -0.059 0.931
N -1.639 0.793 1.673
N -2.198 1.808 2.228
H 3.622 -0.903 -2.014
H 2.309 -0.299 -2.918
H 2.295 -1.918 -2.013
H 2.198 0.933 -1.086
H 2.386 -0.331 0.226
H 0.100 -0.372 1.236
H -1.953 -1.405 -0.777
H -3.355 -0.233 0.874
H -1.713 2.360 2.949
H -3.139 1.979 1.932
*
```

DFT (the ωB97M-V functional and the def2-TZVPD basis) results for a structure of composition C4H9N4S in a non-equilibrium geometry.

Computed properties:
Orbital gap (alpha / beta) (eV): 4.54 / 7.78
ΔE to the lowest compared entry with this formula, charge and spin (kcal per mole): 0.0
Calculated total energy (eV): -21076.595

```
! RIJCOSX wB97M-V def2-TZVPD def2/J DEFGRID3
* xyz 1 3
C -0.630 0.536 2.239
C 0.557 0.521 1.681
C 0.117 -0.373 -2.623
C -0.765 -1.149 -1.003
N -1.751 0.559 2.622
N 0.339 -0.397 -1.163
N 0.964 1.414 0.697
N -0.904 -1.430 -2.342
S 1.609 -0.922 1.843
H -0.326 0.559 -2.952
H 0.965 -0.701 -3.226
H -1.026 -1.348 -0.005
H -2.194 1.085 3.366
H 0.832 0.358 -0.676
H 0.176 1.964 0.514
H 1.770 2.005 0.829
H -1.684 -1.799 -2.904
H 1.950 -0.884 3.101
*
```

What is the calculated total energy in the sixth record?
-21076.595 eV

Among the records above, which one has the lowest calculated total energy?
C27H43F15O12Si